Entry from the OMol25 dataset: a single C24H20N4O2S molecule in a non-equilibrium geometry (ωB97M-V/def2-TZVPD).

The geometry in XYZ format:
```
51
Properties=species:S:1:pos:R:3:mulliken_charge:R:1
C -4.36732 -2.40926 0.11047 -1.1266
H -5.19852 -2.85509 -0.42930 0.4037
H -4.74945 -1.92367 1.00524 0.2977
H -3.68185 -3.19724 0.41362 0.2920
C -3.64521 -1.39228 -0.77301 -0.9624
N -2.53744 -0.78477 -0.08693 0.5567
C -2.59861 0.34194 0.70009 -0.1454
C -3.66578 1.19412 0.94838 -0.8138
C -3.44172 2.29026 1.75875 -0.6850
C -2.19000 2.54058 2.31781 -1.0062
C -1.12553 1.69452 2.08245 0.1134
C -1.32717 0.58648 1.27062 0.2626
C -0.46694 -0.45940 0.80075 0.6683
C 0.88174 -0.72097 0.98266 0.5244
C 1.43866 -1.79264 0.30358 -0.0402
C 0.64478 -2.61739 -0.50301 -0.9661
C -0.70400 -2.38384 -0.67095 -0.9025
C -1.26043 -1.28411 -0.03202 -0.8151
H -1.29254 -3.03723 -1.29688 0.3923
H 1.10509 -3.45290 -1.01263 0.3928
N 2.82385 -2.04863 0.30925 -0.0014
C 3.77537 -1.43436 1.05526 0.3486
O 3.56566 -0.75158 2.02980 -0.5895
C 5.18899 -1.66394 0.51906 -0.5597
H 5.77211 -2.24895 1.23002 0.4328
H 5.20116 -2.14464 -0.45874 0.3403
S 6.08704 -0.06333 0.39908 -0.2053
C 4.77222 1.00524 0.05800 0.5493
N 4.68567 2.25379 0.38952 -0.6735
N 3.48520 2.67998 -0.03128 -0.3272
C 2.88692 1.68206 -0.60570 0.2067
C 1.54660 1.65453 -1.14347 0.7989
C 0.65569 2.66771 -0.79183 -0.7308
C -0.64348 2.62920 -1.25693 -0.4624
C -1.05993 1.59161 -2.07623 -0.3688
C -0.17185 0.59182 -2.43813 -0.5550
C 1.12913 0.61803 -1.97503 -0.3573
H 1.82468 -0.15920 -2.25378 0.4383
H -0.49411 -0.21278 -3.08237 0.4321
H -2.07867 1.56333 -2.43357 0.3976
H -1.33865 3.40445 -0.97301 0.4382
H 1.00084 3.46140 -0.14931 0.4782
O 3.67681 0.57054 -0.60853 -0.1923
H 3.12825 -2.68403 -0.41470 0.2174
H 1.48219 -0.09422 1.61930 0.8908
H -0.15487 1.88544 2.51302 0.5498
H -2.05728 3.40978 2.94415 0.4143
H -4.25660 2.96896 1.96438 0.4202
H -4.64372 1.01531 0.52671 0.3561
H -4.33823 -0.60385 -1.07846 0.4415
H -3.26875 -1.88077 -1.67617 0.4312
```

Results
**SMILES**: CCn1c2ccccc2c2cc(NC(=O)CSc3nnc(-c4ccccc4)o3)ccc21
**Total energy**: -46104.1660 eV
**HOMO energy**: -0.2815 Ha
**Frontier orbital gap**: 8.04 eV